1.
{"formula": "C2H2NO3S2", "method": "wB97M-V/def2-TZVPD", "charge": -1, "molar_mass_da": 152.18, "relative_energy_kj_mol": 98.63, "orbital_gap_ev": 8.2, "homo_ev": -4.77, "species": ["C", "C", "N", "O", "O", "O", "S", "S", "H", "H"], "positions_angstrom": [[2.201, -0.231, -0.671], [-1.833, 0.019, -0.832], [1.201, -0.128, -0.073], [-0.551, -0.754, 1.887], [1.178, 0.890, 2.422], [-1.823, 1.195, -0.677], [3.420, -0.519, -1.632], [0.071, 0.557, 1.550], [-2.708, -0.561, -0.493], [-1.157, -0.469, -1.482]], "forces_ev_per_a": [[-1.6, -0.1, 0.6], [-2.0, -0.4, -0.4], [-0.2, 0.2, 0.1], [0.4, 1.9, -0.6], [-0.2, 0.3, 0.1], [0.2, 1.6, 0.3], [1.8, -0.2, -1.1], [-0.1, -2.1, 1.2], [0.2, -0.4, 0.4], [1.4, -0.8, -0.5]]}


2.
{"formula": "C2H2NOP", "method": "wB97M-V/def2-TZVPD", "molar_mass_da": 87.02, "relative_energy_kj_mol": 69.12, "orbital_gap_ev": 8.9, "homo_ev": -9.30, "species": ["C", "C", "N", "O", "P", "H", "H"], "positions_angstrom": [[0.325, 0.235, -0.025], [2.793, 0.697, 0.026], [1.644, 0.479, -0.012], [-1.916, -1.060, 0.010], [-0.319, -1.326, -0.002], [-0.304, 1.123, -0.046], [-2.222, -0.149, 0.048]], "forces_ev_per_a": [[-1.7, -1.0, 0.0], [-0.1, 0.0, 0.0], [1.6, 0.2, 0.1], [-0.3, -0.3, 0.0], [0.5, 1.1, 0.0], [0.0, 0.0, 0.0], [0.0, 0.2, 0.0]]}


3.
{"formula": "C2H2Na", "method": "wB97M-V/def2-TZVPD", "charge": 1, "molar_mass_da": 49.03, "relative_energy_kj_mol": 0.00, "orbital_gap_ev": 10.9, "homo_ev": -15.87, "species": ["C", "C", "H", "H", "Na"], "positions_angstrom": [[0.402, 0.681, 0.116], [0.542, -0.510, 0.293], [0.278, 1.740, -0.041], [0.666, -1.568, 0.450], [-1.887, -0.343, -0.818]], "forces_ev_per_a": [[-0.1, -1.0, 0.1], [-0.3, 0.9, -0.2], [0.2, -0.3, 0.1], [0.1, 0.3, 0.0], [0.0, 0.0, 0.0]]}


4.
{"formula": "C2H2NiO3", "method": "wB97M-V/def2-TZVPD", "s2": 3.762, "charge": 1, "molar_mass_da": 132.73, "relative_energy_kj_mol": 601.53, "orbital_gap_ev": [5.0, 6.0], "homo_ev": [-11.96, -14.90], "spin_multiplicity": 4, "species": ["H", "O", "O", "C", "C", "Ni", "O", "H"], "positions_angstrom": [[-1.200, -1.122, 0.894], [0.461, -0.025, 1.656], [0.329, 1.077, 0.738], [-0.180, -0.851, 0.579], [-0.129, 0.409, -0.255], [-0.833, 1.142, -2.157], [0.591, -1.838, 0.063], [0.285, -2.105, -0.812]], "forces_ev_per_a": [[0.4, -0.3, 0.2], [-0.6, -1.4, -1.8], [1.3, 3.9, 1.7], [-0.9, -0.6, -0.3], [-1.1, -0.5, -3.1], [0.6, -0.6, 2.2], [0.4, -0.4, 0.9], [-0.1, -0.1, 0.1]]}


5.
{"formula": "C2H2O2", "method": "wB97M-V/def2-TZVPD", "molar_mass_da": 58.04, "relative_energy_kj_mol": 226.76, "orbital_gap_ev": 9.5, "homo_ev": -9.40, "species": ["O", "C", "C", "O", "H", "H"], "positions_angstrom": [[-0.692, 0.807, -1.446], [-0.014, 0.836, -0.476], [-0.419, -1.137, 0.659], [0.486, -0.319, 0.149], [0.368, 1.726, 0.041], [0.229, -1.962, 1.038]], "forces_ev_per_a": [[0.4, 0.0, 0.6], [-0.4, 0.3, -0.6], [0.4, 0.0, -0.1], [-0.3, -0.3, 0.2], [0.0, 0.0, -0.1], [-0.2, 0.1, 0.0]]}


6.
{"formula": "C2H2O2", "method": "wB97M-V/def2-TZVPD", "molar_mass_da": 58.04, "relative_energy_kj_mol": 233.81, "orbital_gap_ev": [8.3, 8.3], "homo_ev": [-8.14, -8.14], "species": ["C", "C", "O", "O", "H", "H"], "positions_angstrom": [[-0.513, -0.313, 1.040], [0.342, 0.227, -0.987], [0.291, -0.761, 1.777], [-0.177, 0.697, -1.917], [-1.461, 0.020, 1.311], [1.164, -0.329, -0.822]], "forces_ev_per_a": [[3.2, 1.0, -2.9], [-4.9, 0.1, 2.6], [0.1, -0.4, 0.0], [0.2, 0.5, -0.3], [-2.4, 0.5, 0.5], [3.8, -1.7, 0.1]]}